This record from the OMol25 dataset describes a molecular structure, C16H20N4O4Re at a distorted geometry. The level of theory is ωB97M-V/def2-TZVPD.

## Properties
ΔE to the lowest compared entry with this formula, charge and spin (kcal per mole): 14.5
Total charge: +4
Kohn-Sham gap (alpha / beta) (eV): 8.766 / 5.848
<S²>: 3.78
E_HOMO (alpha / beta) (eV): -22.46 / -22.74
F_max (eV/A): 7.06
Multiplicity: 4

Cartesian coordinates (Å):
N 0.167 2.486 0.229
C 0.151 3.635 0.096
C 0.203 5.082 -0.038
H -0.799 5.525 -0.122
H 0.764 5.322 -0.953
H 0.723 5.520 0.828
N 2.190 -1.572 -0.733
C 3.210 -2.121 -0.865
C 4.350 -2.974 -1.048
H 5.012 -2.532 -1.798
H 4.042 -3.966 -1.403
H 4.915 -3.087 -0.111
N -2.055 -2.246 -0.241
C -3.212 -2.149 -0.101
C -4.656 -2.296 0.027
H -4.898 -3.050 0.796
H -5.073 -2.644 -0.929
H -5.150 -1.350 0.294
Re 0.621 -0.710 -0.345
C 0.317 -2.102 0.974
O 0.174 -2.915 1.804
C 1.692 0.457 0.745
O 2.410 1.158 1.354
C 0.854 1.027 -2.250
C -0.550 1.085 -2.104
C -1.302 -0.085 -2.151
C -0.666 -1.302 -2.493
C 0.681 -1.311 -2.885
C 1.442 -0.140 -2.779
H 1.460 1.887 -2.013
H -1.041 2.020 -1.853
H -2.338 -0.065 -1.843
H -1.234 -2.219 -2.499
H 1.130 -2.221 -3.303
H 2.474 -0.120 -3.145
N -0.147 0.182 3.862
C -0.429 1.462 3.170
C -1.379 1.036 2.006
O -2.141 1.881 1.536
O -1.169 -0.188 1.610
H -0.983 -0.187 4.334
H 0.585 0.252 4.565
H 0.094 -0.498 3.128
H -0.934 2.131 3.865
H 0.496 1.902 2.785